1.
This record from OMol25 describes one molecule with the formula C4H8S. The level of theory is ωB97M-V with the def2-TZVPD basis set.

Geometry as XYZ:
```
13
C4H8S ωB97M-V with the def2-TZVPD basis set
S -1.12023 3.05362 -0.48991
C 0.04009 0.49197 -0.24412
C -0.12071 -0.87987 -0.43953
C -0.86082 1.42990 0.33830
C 0.91432 -2.17050 -0.20948
H 1.98818 -1.73221 -0.61163
H -1.17735 -1.19621 -0.32067
H 0.68127 -3.13033 -1.06150
H 0.27933 2.90518 -0.01822
H -0.71728 1.62926 1.50394
H 1.19401 1.04938 -0.07753
H -1.92591 1.10435 0.57098
H 0.82510 -2.55453 1.05939
```

Its charge is 0. As for the relative energy (zero: lowest compared OMol25 entry of this formula, charge and spin): 4.537 eV.

These are the Löwdin partial charges, in e, on atoms 1 to 4:
1 S 0.63
2 C -0.27
3 C -0.16
4 C -0.75

2.
This record from OMol25 describes one molecule with the formula C19H19ClN4O3S. The level of theory is ωB97M-V with the def2-TZVPD basis set.

Geometry as XYZ:
```
47
C19H19ClN4O3S ωB97M-V with the def2-TZVPD basis set
Cl 7.12113 -1.82046 -3.30169
S -1.33758 1.95798 -0.60653
O -0.05854 2.40176 0.01207
O -4.26005 -1.21785 -2.39506
O -1.68932 2.70235 -1.79530
N -2.52207 2.25242 0.58036
N 4.63817 -2.83311 -0.25489
N -1.90219 -1.89592 -1.13035
N -3.94045 0.95629 -2.35287
C 5.45311 -0.54080 -1.70942
C 1.87083 -1.60744 0.76870
C 5.46932 -2.87052 -1.32376
C 3.26263 -1.48784 1.33220
C -1.27818 0.18242 -0.83523
C -3.57798 3.33519 2.39631
C 4.61851 -0.39644 -0.56472
C 4.24378 -1.57143 0.12859
C -2.28529 1.33996 1.71116
C 1.34974 -2.86794 0.68266
C -0.65553 -2.00493 -0.54758
C 0.14902 -3.06363 -0.01392
C -3.28576 1.85350 2.79071
C -3.54344 -0.30683 -2.03119
C 5.94274 -1.80084 -2.03584
C 1.06666 -0.46478 0.38584
C -0.15229 -0.70874 -0.34727
C -2.25528 -0.55166 -1.36588
C -3.12666 3.51976 0.92799
H -2.33060 4.27172 0.82426
H -3.86824 3.79193 0.22934
H 1.34396 0.51339 0.62501
H 1.92880 -3.68299 0.90699
H 3.43007 -2.19154 2.14362
H -2.92676 4.06973 2.90997
H 5.78975 -3.87489 -1.58694
H -2.49511 0.26515 1.50269
H -2.44953 -2.73921 -1.29941
H -3.01481 1.75357 3.82944
H 5.80563 0.26803 -2.28449
H 4.34015 0.59909 -0.13943
H -4.76800 1.05711 -2.98712
H -0.22593 -4.03828 -0.09934
H -4.13485 1.24984 2.64230
H -3.11110 1.51463 -2.57565
H 3.35076 -0.39251 1.65034
H -4.65294 3.56361 2.56933
H -1.32628 1.51116 2.03398
```

Its charge is 0. As for the relative energy (zero: lowest compared OMol25 entry of this formula, charge and spin): 3.622 eV.

These are the Löwdin partial charges, in e, on atoms 1 to 4:
1 Cl 0.68
2 S 0.75
3 O -0.32
4 O 0.07

3.
This record from OMol25 describes C50H75BrN6O4PS as an isolated structure. The level of theory is ωB97M-V with the def2-TZVPD basis set.

Geometry as XYZ:
```
138
C50H75BrN6O4PS ωB97M-V with the def2-TZVPD basis set
Br -0.18982 0.22530 -1.76849
S -2.37665 1.92109 -5.95892
P -2.41761 3.92618 -2.84046
O -2.68202 4.95926 -1.65287
O -3.84182 3.79558 -3.57233
O -3.11345 1.08141 -0.02016
O -1.13802 3.89805 1.87848
N -1.34583 4.49270 -3.80041
N -0.69423 2.07872 -1.30444
N -2.32287 1.59963 2.05978
N -1.89343 1.38825 -3.29709
N -6.83096 2.69828 -1.88424
N -6.58705 -2.31215 -1.55817
C 2.77631 0.60390 3.29950
C 5.23541 -1.50353 7.26218
C -1.56957 -0.38011 1.08394
C -3.78504 0.21067 -2.06248
C 3.15635 -0.30141 7.17303
C 5.10160 0.73356 8.13237
C -1.92953 1.09007 0.77760
C 0.46737 0.19630 -7.06367
C 6.53297 -8.58128 0.27903
C 0.71641 1.06830 -8.11375
C -2.13299 4.77646 2.38595
C 3.76065 0.79071 7.77953
C 0.47304 -5.09167 2.41871
C 4.27096 -8.31485 -1.30757
C -3.32570 1.51755 -1.37079
C 1.27509 -6.09752 2.93950
C 3.89263 -1.44964 6.91605
C 0.63579 4.34996 -1.73612
C 3.18882 -5.14831 1.83340
C 1.49107 0.09787 2.61503
C -5.39062 -1.69210 -2.13171
C -1.43498 3.46555 0.57564
C -0.81421 2.06783 0.23657
C -4.55769 2.44753 -1.21854
C -5.66731 2.34691 -2.23962
C 5.31593 -8.24564 0.85545
C 2.37999 1.76066 -3.31927
C -4.84632 -0.55734 -1.25596
C 0.98603 -1.09113 -7.08979
C 1.48860 0.65421 -9.18972
C 5.83924 -0.41276 7.87187
C -2.06327 1.67337 -4.47157
C -2.07388 2.21929 -2.12193
C -3.30912 1.28217 2.79079
C -4.74236 1.70945 2.55937
C 2.00460 -0.63372 -9.21783
C 1.75204 -1.50729 -8.16920
C 1.02963 -4.11501 1.60550
C -3.13045 0.56392 4.11190
C 5.48721 -8.65355 -1.88398
C 1.29682 0.62881 1.17234
C 2.38761 -4.14082 1.31675
C 0.47727 2.84428 -1.97828
C 6.61781 -8.78861 -1.09046
C 2.63069 -6.12732 2.64400
C -1.76163 5.15977 3.81117
C 4.18408 -8.11450 0.06297
C 1.90014 2.22649 -1.94072
C 0.43475 1.92458 1.13496
C 1.44441 3.09880 1.13488
H 3.41988 -2.30292 6.44601
H 2.10777 1.50911 -1.15545
H -7.32918 -2.38562 -2.23451
H 2.58955 3.03898 -1.70930
H -1.04725 4.45168 4.22255
H -0.58475 -5.06976 2.64725
H 0.99123 4.06108 0.94488
H 0.24758 2.77313 -3.03890
H -5.05927 2.14127 -0.30462
H -1.04635 4.23765 -0.08186
H 3.38962 -8.20767 -1.92675
H -5.66149 0.07975 -0.91410
H -0.13103 0.52281 -6.22533
H 1.94923 0.80548 -3.61267
H -3.08301 4.23795 2.40636
H 0.92588 -0.20338 0.59031
H -5.21015 2.01696 3.49053
H 2.10931 -0.25836 6.89964
H 1.84650 3.16116 2.14486
H -2.07603 0.37479 4.28877
H -4.38938 -1.03611 -0.39554
H -4.07319 4.69278 -3.83941
H 1.59128 -0.98544 2.52714
H -2.51474 3.44999 0.42282
H -1.67175 4.61613 -4.74867
H -1.32944 6.15516 3.86714
H -4.79814 2.52924 1.85044
H -7.49088 2.59925 -2.65211
H -2.50447 -0.93907 1.11571
H 3.46369 1.73162 -3.35656
H -0.92688 -0.90461 0.38981
H -3.72331 -0.34751 4.10817
H -2.33924 5.81497 -1.94484
H 7.56549 -9.05561 -1.53950
H 0.40298 -3.33059 1.19644
H 0.79235 -1.77141 -6.26984
H 7.41535 -8.68278 0.89739
H -3.46296 1.23116 4.90789
H 0.04484 1.95828 2.14521
H 2.55824 1.44106 3.95698
H 1.68806 1.33488 -10.00680
H 6.88541 -0.45621 8.14488
H 5.57224 1.58274 8.61035
H -4.60041 -2.45046 -2.14168
H -1.13479 -0.46951 2.07231
H 1.34220 4.58928 -0.95345
H 2.82262 -3.37442 0.68696
H 3.15901 -0.20671 3.91599
H -4.14442 0.34927 -3.07692
H -5.29854 0.85210 2.17183
H 5.55438 -8.81312 -2.95233
H 2.15261 -2.51212 -8.19376
H 5.81145 -2.39663 7.05795
H 3.25360 -6.91574 3.04665
H -2.18908 5.66544 1.75368
H -0.27051 4.92385 -1.65539
H 5.25052 -8.08684 1.92489
H -2.64618 5.15514 4.44325
H 4.24632 -5.17156 1.60483
H -6.90138 -1.79444 -0.75248
H 0.84293 -6.85918 3.57507
H 3.18647 1.68653 7.97852
H 1.09531 4.71387 -2.65482
H 0.30897 2.07195 -8.09387
H -5.51825 -1.38094 -3.16884
H 2.29560 2.92718 0.48650
H 2.05187 2.47532 -4.07705
H -4.29368 3.48503 -1.03090
H 2.60419 -0.95739 -10.05816
H -2.95362 -0.49233 -2.10429
H 2.30724 0.81410 0.81021
H 3.53278 0.82993 2.55390
H -5.46984 2.01438 -3.25680
H 0.60145 0.25906 3.22292
H 3.23474 -7.85626 0.51279
```

Its charge is +1.

These are the Löwdin partial charges, in e, on atoms 1 to 4:
1 Br 1.21
2 S 0.90
3 P 0.56
4 O -0.14

| no. | LUMO energy (eV) | calculated total energy (a.u.) | HOMO level (eV) |
| --- | --- | --- | --- |
| 1 | 0.776 | -555.203203 | -9.113 |
| 2 | -0.341 | -2038.499611 | -8.577 |
| 3 | -4.383 | -5892.803119 | -10.516 |